61
Properties=species:S:1:pos:R:3:lowdin_charge:R:1 method="wB97M-V/def2-TZVPD" total_charge=0 homo_ev=-4.961
C -1.31 0.54 -0.66 -0.011
B -0.74 2.01 -1.02 -0.440
O -1.68 3.12 -0.91 0.069
C 0.81 2.31 -1.50 0.007
C 1.06 2.35 -3.06 -0.387
S -0.33 2.02 -4.22 0.817
C 2.50 2.64 -3.58 -0.099
C 2.98 2.70 -5.10 -0.108
C 2.05 3.57 -6.08 -0.408
C 1.71 5.05 -5.55 -0.069
O 2.83 3.75 -7.32 -0.095
C 3.61 2.87 -2.47 0.060
C 3.24 2.79 -0.96 0.061
N 1.86 2.52 -0.52 -0.047
C 1.66 2.44 0.96 -0.078
C 0.88 3.69 1.59 -0.139
O 1.55 4.54 2.24 0.023
H -0.49 -0.24 -0.47 0.083
H -1.94 0.63 0.31 0.103
H -2.04 0.25 -1.50 0.096
H -1.21 3.97 -1.10 0.108
H -0.47 3.22 -4.93 -0.087
H 3.16 1.62 -5.50 0.154
H 4.02 3.20 -5.10 0.130
H 1.10 3.01 -6.42 0.121
H 0.86 5.09 -4.77 0.076
H 2.64 5.63 -5.21 0.096
H 1.30 5.63 -6.47 0.104
H 3.47 4.51 -7.19 0.104
H 4.70 3.10 -2.71 0.113
H 4.05 2.92 -0.17 0.139
H 1.05 1.49 1.24 0.162
H 2.65 2.33 1.54 0.154
H -0.27 3.83 1.52 0.151
C 0.43 -4.21 0.68 -0.217
Si -0.46 -4.14 2.35 0.199
C 0.71 -3.29 3.56 -0.213
C -0.72 -5.91 2.91 -0.206
N -1.94 -3.27 2.14 -0.263
Si -3.02 -3.01 3.46 0.201
C -2.25 -2.00 4.85 -0.212
C -3.68 -4.61 4.19 -0.206
C -4.51 -2.04 2.82 -0.216
H 1.37 -4.75 0.78 0.007
H -0.19 -4.72 -0.06 0.014
H 0.64 -3.20 0.32 -0.006
H 1.71 -3.74 3.49 0.010
H 0.38 -3.41 4.59 0.004
H 0.80 -2.23 3.34 0.009
H -1.49 -6.40 2.31 0.024
H -1.02 -5.96 3.96 0.004
H 0.21 -6.48 2.81 0.012
H -1.53 -2.58 5.42 0.003
H -3.03 -1.66 5.55 0.012
H -1.76 -1.11 4.45 0.013
H -4.03 -5.29 3.41 0.023
H -4.52 -4.41 4.86 0.013
H -2.92 -5.13 4.78 0.003
H -5.03 -2.60 2.04 0.014
H -4.20 -1.07 2.42 0.001
H -5.22 -1.86 3.63 0.009